No. 1
The molecule C3H3NS2. Source: the OMol25 dataset; level of theory: wB97M-V/def2-TZVPD.

```
! RIJCOSX wB97M-V def2-TZVPD def2/J DEFGRID3
* xyz 0 1
S -4.22618 -1.32637 -0.35571
S -2.21598 1.86812 0.22491
N -4.26826 1.35564 0.34794
C -4.33562 0.18152 0.06920
C -1.32038 0.65482 0.17322
C -0.39237 -0.39969 -0.04937
H 0.65925 -0.10979 -0.34476
H -0.15011 -1.03769 0.80402
H -0.83854 -1.13334 -0.68467
*
```

Results
**Frontier orbital gap**: 0.2862 hartree
**Relative energy (zero: lowest compared OMol25 entry of this formula, charge and spin)**: 47.6 kcal per mole
**HOMO level**: -8.59 eV

Just the Mulliken charges please, in e? Sure, here they are: atom 1 (S): -0.391, atom 2 (S): -0.096, atom 3 (N): -0.586, atom 4 (C): 0.500, atom 5 (C): 0.320, atom 6 (C): -0.584, atom 7 (H): 0.289, atom 8 (H): 0.303, atom 9 (H): 0.244

---

No. 2
The molecule C4H5NO. Source: the OMol25 dataset; level of theory: wB97M-V/def2-TZVPD.

```
! RIJCOSX wB97M-V def2-TZVPD def2/J DEFGRID3
* xyz 0 1
O 0.21959 1.15347 0.44332
N 0.25674 -0.66296 -0.80344
C 1.10675 0.24195 -1.38747
C -0.24312 -0.11625 0.25196
C -1.21538 -0.89524 1.11130
C 1.09820 1.38477 -0.62851
H -2.20895 -0.43697 1.14022
H -0.84530 -1.03404 2.13170
H -1.33505 -1.90125 0.66655
H 1.60915 -0.11723 -2.30414
H 1.55736 2.38374 -0.62148
*
```

Results
**Frontier orbital gap**: 0.3763 hartree
**SMILES**: Cc1ncco1
**Relative energy (zero: lowest compared OMol25 entry of this formula, charge and spin)**: 12.6 kcal per mole
**HOMO level**: -9.18 eV

Just the Mulliken charges please, in e? Sure, here they are: atom 1 (O): -0.353, atom 2 (N): -0.486, atom 3 (C): -0.262, atom 4 (C): 0.672, atom 5 (C): -0.909, atom 6 (C): -0.194, atom 7 (H): 0.268, atom 8 (H): 0.271, atom 9 (H): 0.285, atom 10 (H): 0.356, atom 11 (H): 0.353

---

No. 3
A cluster of 2 separate species, C5H9N in total. Source: the OMol25 dataset; level of theory: wB97M-V/def2-TZVPD.

```
! RIJCOSX wB97M-V def2-TZVPD def2/J DEFGRID3
* xyz 0 1
N -0.61887 2.20541 -0.55117
C 1.13811 -1.15625 -0.38952
C 0.22357 -0.51040 0.61970
C -1.64801 -0.05667 -0.80874
C -1.23303 1.21589 -0.86622
C 0.60766 0.66995 1.20403
H 1.81140 -0.40680 -0.82062
H -0.51315 -1.14048 1.10857
H 1.75466 -1.89448 0.13617
H 1.61241 1.03712 1.00158
H 0.63190 -1.67063 -1.21355
H 0.13148 1.02539 2.11359
H 0.04190 1.70715 0.28482
H -1.40042 -0.76027 -1.59370
H -2.53960 -0.26492 -0.22494
*
```

Results
**Frontier orbital gap**: 0.3770 hartree
**SMILES**: C=C=N.C=CC
**Relative energy (zero: lowest compared OMol25 entry of this formula, charge and spin)**: 73.0 kcal per mole
**HOMO level**: -9.21 eV

Just the Mulliken charges please, in e? Sure, here they are: atom 1 (N): -0.740, atom 2 (C): -1.001, atom 3 (C): 0.034, atom 4 (C): -0.924, atom 5 (C): 0.630, atom 6 (C): -1.012, atom 7 (H): 0.307, atom 8 (H): 0.361, atom 9 (H): 0.325, atom 10 (H): 0.385, atom 11 (H): 0.290, atom 12 (H): 0.362, atom 13 (H): 0.365, atom 14 (H): 0.323, atom 15 (H): 0.294